[1]
Formula: C23H35N3O5
Source: the Open Molecules 2025 dataset
Level of theory: ωB97M-V with the def2-TZVPD basis set

XYZ file:
```
66
Properties=species:S:1:pos:R:3:lowdin_charge:R:1
O 2.8174 -1.4114 -0.4351 -0.06
O -4.6210 0.4433 -1.1606 -0.15
O -2.7975 -0.9846 -2.9803 -0.12
O -0.6787 -2.3152 -2.1607 -0.07
O -2.1751 -0.5893 3.6090 -0.10
N 2.5687 -0.3373 2.5838 -0.17
N 2.2457 0.6711 -0.2593 0.12
N -0.1175 -0.4743 2.8148 0.08
C -1.3142 -0.7514 2.5366 -0.33
C 0.2474 1.7511 -1.2698 -0.09
C 1.5398 0.8978 -1.5463 -0.29
C 0.4215 -2.9083 -1.7080 -0.14
C -2.7934 -0.2420 0.5147 -0.01
C 2.9047 -0.2091 0.0841 -0.50
C -0.7976 1.8431 -2.4358 -0.02
C -1.3624 -1.6456 -1.1515 -0.11
C -1.6469 -0.6763 1.0754 -0.19
C 1.3390 0.6950 4.2531 0.02
C 1.5508 -1.6609 3.9743 -0.23
C 3.7369 0.0125 1.4933 0.06
C 1.4417 1.8621 -3.8097 -0.33
C -4.2306 -0.9367 -3.2253 -0.07
C 2.4252 -1.7558 2.8201 -0.10
C -5.3386 1.1755 -0.1765 -0.08
C 2.2696 1.5061 -2.5411 -0.15
C 2.9298 0.6459 3.5238 -0.13
C 0.5102 -0.8454 4.0845 -0.24
C -0.8292 -1.2538 0.1771 0.04
C -3.3376 -0.1808 -0.7151 -0.13
C -2.5273 -0.9764 -1.5455 -0.11
C 0.2312 2.2882 -3.7032 -0.26
H -0.0909 -1.8358 0.5584 0.08
H 1.5276 0.7824 5.2652 0.04
H 0.5159 -3.6194 -2.6958 0.16
H 1.2041 0.8148 -4.0016 0.13
H -1.4911 2.5293 -2.5019 0.05
H 2.2219 1.6469 0.3156 0.25
H 0.3990 2.6165 -0.8965 0.05
H 3.0415 1.5984 3.3751 0.06
H -1.0096 0.8669 -3.0120 0.14
H 0.8247 1.6483 3.8718 0.12
H 3.1488 0.9317 -2.5536 0.12
H 2.6115 2.6729 -2.3577 0.18
H 4.0516 0.8492 1.4754 -0.01
H 3.6056 -2.0065 3.3543 0.20
H 4.4407 -0.8845 1.4896 0.14
H -0.4293 1.3610 -0.6568 0.05
H 2.1970 2.0764 -4.6143 0.16
H 1.2745 -2.3830 -1.3687 0.05
H 1.1858 -0.0974 -1.6122 0.13
H 0.8587 -2.5158 4.0201 0.16
H -6.1186 1.5210 -0.7994 0.08
H -0.2330 -0.7447 4.7057 0.09
H 0.5655 3.3808 -3.2753 0.15
H 1.9928 -1.6665 4.9260 0.13
H -3.3845 0.4780 1.5397 0.22
H 0.1352 -3.6872 -1.1457 0.05
H 0.5860 -0.2628 2.0543 0.16
H 3.4182 0.5345 4.3297 0.04
H -4.7381 1.9859 0.2656 0.10
H -4.3652 0.0512 -3.5754 0.07
H -5.7498 0.3833 0.4723 0.11
H -4.7947 -1.6525 -2.6950 0.09
H -0.2098 2.5665 -4.6307 0.11
H 2.3580 -2.3037 2.0256 0.06
H -4.1621 -1.2732 -4.3724 0.13
```

Results
* 2S+1: 1
* Kohn-Sham gap: 8.69 eV
* LUMO: 0.014 Eh
* ΔE to the lowest compared entry with this formula, charge and spin: 2219.76 kJ/mol

=====

[2]
Formula: C23H35N3OReSi3
Source: the Open Molecules 2025 dataset
Level of theory: ωB97M-V with the def2-TZVPD basis set

XYZ file:
```
66
Properties=species:S:1:pos:R:3:lowdin_charge:R:1
Re 0.2006 0.4161 -1.3923 1.64
Si 1.1738 -0.8462 1.5790 0.50
Si -1.8533 0.3547 1.3623 0.51
Si 0.7344 2.2926 1.2455 0.55
O 1.4238 -0.9971 -2.0057 -0.22
N -2.1322 -2.8001 -2.8463 0.16
N -1.2084 -0.9558 -2.1038 -0.08
N 0.0398 2.4986 -1.4195 -0.16
C 2.6328 2.4707 1.2302 -0.15
C 0.3887 -2.5669 1.3528 -0.14
C 2.6295 -4.3850 -1.9769 -0.03
C -0.0309 4.4396 -2.8125 0.00
C -0.1192 3.0758 -2.6238 -0.11
C 0.2175 5.2478 -1.7086 0.01
C -2.7482 1.7891 0.4666 -0.17
C 0.2281 -4.4179 -2.0005 -0.01
C -1.0152 -2.2796 -2.3003 -0.24
C 1.4230 -2.2950 -2.0161 -0.34
C 0.2879 3.2703 -0.3456 -0.28
C 1.4285 -5.0925 -1.9372 -0.04
C -2.0548 0.4357 3.2522 -0.15
C 0.0438 0.5343 0.7342 -0.55
C 0.1977 -3.0216 -2.0706 -0.11
C 2.8689 -0.7732 0.6911 -0.17
C -2.6905 -1.2920 0.8750 -0.16
C -3.0583 -1.8122 -2.9963 -0.02
C 1.4286 -0.4486 3.4149 -0.14
C 0.0696 3.1727 2.7857 -0.14
C -2.4831 -0.6714 -2.5320 -0.11
C 2.6344 -3.0103 -2.0121 0.01
C 0.3731 4.6478 -0.4712 -0.02
H -2.5488 -2.0485 1.6403 0.03
H -1.5328 1.2432 3.7523 0.01
H 0.5601 5.2360 0.4117 0.12
H 3.0914 2.0973 0.3194 0.03
H 0.5596 4.1383 2.8802 0.05
H 3.5656 -4.9197 -1.9588 0.12
H 0.5098 -0.4859 3.9853 0.02
H 0.3140 2.6127 3.6818 0.04
H -0.1351 -2.6634 0.4091 0.00
H -3.1148 0.5574 3.4651 0.05
H 0.2866 6.3183 -1.8153 0.13
H 2.0950 -1.1890 3.8446 0.05
H -1.7432 -0.4989 3.7112 0.03
H -2.4946 2.7583 0.8795 0.03
H 3.2425 -1.7768 0.5191 0.03
H 1.1586 -3.3310 1.3862 0.05
H -2.3592 -1.7060 -0.0666 -0.01
H -3.7611 -1.1237 0.8036 0.05
H -3.8216 1.6746 0.5694 0.04
H -1.0015 3.3444 2.7761 0.03
H -0.6961 -4.9718 -1.9607 0.12
H -0.3125 -2.7839 2.1498 0.04
H 3.5608 -2.4571 -2.0247 0.13
H 2.8242 -0.2722 -0.2736 0.00
H 3.1025 1.9747 2.0718 0.03
H 1.8808 0.5223 3.5824 0.02
H -2.2533 -3.7596 -3.1353 0.18
H 2.8824 3.5264 1.3074 0.05
H -2.8924 0.3195 -2.4912 0.11
H -4.0342 -1.9856 -3.4031 0.14
H -0.1589 4.8593 -3.7969 0.13
H -2.5197 1.8188 -0.5962 0.00
H -0.3303 2.4218 -3.4644 0.12
H 3.6090 -0.2595 1.2934 0.04
H 1.4379 -6.1689 -1.8715 0.12
```

Results
* 2S+1: 2
* Kohn-Sham gap (spin up / spin down): 5.77 / 5.99 eV
* LUMO (spin up / spin down): -0.306 / -0.299 Eh
* charge: +2
* ΔE to the lowest compared entry with this formula, charge and spin: 85.58 kJ/mol

=====

[3]
Formula: C23H35N9O5RbS2
Source: the Open Molecules 2025 dataset
Level of theory: ωB97M-V with the def2-TZVPD basis set

XYZ file:
```
75
Properties=species:S:1:pos:R:3:lowdin_charge:R:1
Rb 0.2029 -1.2110 -0.7218 0.78
S 1.6746 0.4983 2.5063 0.66
S -1.9940 -3.5848 -2.5202 0.58
O -3.1589 2.3538 0.3547 0.00
O -3.8245 0.7442 -1.0600 -0.07
O 1.2768 -0.1832 -3.5282 -0.02
O -1.2017 4.6543 -4.0614 0.06
O 2.1146 0.7716 -1.6704 -0.09
N 1.5241 -3.5134 -2.1953 -0.05
N 1.8820 2.7167 1.0355 -0.19
N 2.8650 -2.1606 0.4782 -0.05
N -0.1515 2.3848 2.0711 -0.19
N -0.8883 1.2636 -1.6964 0.11
N -3.1910 -1.9359 -0.7485 -0.03
N -0.7241 -3.3174 2.1388 0.13
N -3.3870 -1.3603 -2.9201 0.11
N -2.3951 -2.4260 0.2472 0.04
C -1.0725 3.5294 -3.2989 -0.30
C 1.1003 1.9392 1.8226 -0.75
C -1.6213 -1.7687 3.7193 -0.04
C -2.6339 -2.0004 1.4318 -0.27
C -3.0767 1.6914 -0.6883 -0.63
C 0.0313 2.6976 -3.3867 0.04
C 3.9041 -3.0916 -1.5877 -0.20
C 1.2947 0.6523 -2.6084 -0.79
C 3.2971 2.4125 0.9008 -0.10
C 3.8679 -1.9536 -0.5696 -0.29
C -2.0895 3.2189 -2.4110 0.05
C -1.1479 1.5224 2.6716 -0.10
C 0.0855 1.5858 -2.5592 -0.22
C -1.6359 -2.3998 2.4766 -0.23
C -3.7884 -1.1047 1.7867 -0.01
C -1.9579 2.0680 -1.6487 -0.19
C -2.8729 -2.2482 -2.0517 -0.94
C 2.8337 -3.0742 -2.6767 -0.29
C 0.2345 -3.5902 3.0111 -0.14
C 0.3492 -2.9892 4.2577 -0.07
C 1.3457 3.4318 -0.1211 -0.05
C -0.6079 -2.0607 4.6155 -0.07
C -0.5139 3.7926 2.1035 -0.05
H -3.5884 -0.9941 -0.6217 0.09
H -2.1228 1.8278 2.2950 0.07
H 0.9593 -4.3348 2.6973 0.11
H 3.8857 -4.0570 -1.0626 0.10
H -1.2675 4.0176 1.3466 0.09
H 1.1726 -3.2403 4.9118 0.10
H -4.0588 -1.2049 2.8354 0.07
H 3.4502 1.6209 0.1637 0.07
H 1.5363 4.5063 -0.0436 0.09
H 0.8086 -3.3594 -2.8993 0.01
H -0.4303 4.7265 -4.6341 0.10
H 0.3639 4.4168 1.9640 0.08
H 3.0804 -2.9953 1.0119 0.06
H 2.7149 -2.0556 -3.0534 0.09
H 3.7990 3.3207 0.5610 0.09
H 3.1940 -3.6858 -3.5184 0.10
H 4.8792 -1.8362 -0.1512 0.10
H 4.8769 -3.0505 -2.0891 0.10
H 3.6208 -1.0197 -1.0809 0.09
H -3.5790 -0.0513 1.5764 0.08
H -3.1214 -1.4943 -3.8799 0.09
H -0.9395 4.0118 3.0875 0.09
H 1.5212 -4.5064 -1.9932 0.07
H 3.7065 2.1057 1.8589 0.05
H 1.8344 3.0304 -1.0083 0.08
H -1.1198 1.5993 3.7659 0.09
H -2.3613 -1.0233 3.9682 0.10
H 0.2775 3.2613 -0.2198 0.08
H 2.8614 -1.3771 1.1260 -0.02
H -2.9616 3.8504 -2.3196 0.13
H -4.6584 -1.3743 1.1870 0.09
H -3.6251 -0.4286 -2.5706 0.08
H -0.9392 0.4932 2.4028 0.03
H -0.5596 -1.5491 5.5681 0.11
H 0.8407 2.8940 -4.0807 0.13
```

Results
* 2S+1: 1
* Kohn-Sham gap: 7.67 eV
* LUMO: 0.080 Eh
* charge: -1
* ΔE to the lowest compared entry with this formula, charge and spin: 46.59 kJ/mol

=====

[4]
Formula: C23H36BrFN5O4P
Source: the Open Molecules 2025 dataset
Level of theory: ωB97M-V with the def2-TZVPD basis set

XYZ file:
```
71
Properties=species:S:1:pos:R:3:lowdin_charge:R:1
Br 3.5940 1.0365 0.5978 0.76
P 5.1181 -2.2871 1.2305 0.87
F 3.2846 -1.5899 -3.2581 -0.08
O 2.3047 -4.1400 0.6068 0.08
O 2.2792 -1.0143 1.7555 -0.21
O 5.6768 -3.9181 1.0964 -0.33
O 0.9110 -0.2357 4.7092 -0.18
N -5.6471 2.7507 -2.3611 -0.01
N 1.5884 -2.4403 -1.0321 0.09
N 6.4490 -1.3426 0.4923 -0.20
N -1.8897 -3.7267 0.3393 0.00
N 0.0870 4.0228 -0.9531 0.01
C -3.8836 -2.7702 0.5125 -0.12
C -3.2310 -2.6873 1.7682 -0.11
C -2.0041 -3.2888 1.6322 -0.15
C 1.6708 -0.0002 -2.0795 -0.11
C -6.4917 3.0185 -4.3944 -0.12
C -3.0335 -3.4189 -0.3487 -0.14
C 3.6428 -1.9765 0.0820 -0.32
C 1.1075 -0.2703 2.1701 -0.16
C 0.0120 2.7691 -0.4089 -0.15
C -5.7651 1.4996 -2.9052 -0.14
C 2.1469 -0.7270 -3.4164 -0.32
C 2.6706 -0.7151 0.4055 -0.71
C 2.4682 -3.0842 -0.0127 -0.36
C 2.6016 0.4308 -4.4516 -0.07
C -1.0942 4.3185 -1.5796 -0.13
C -6.2904 1.6344 -4.1665 -0.11
C -6.0832 3.6830 -3.2645 -0.14
C 0.9432 0.7314 5.8036 -0.27
C 1.6261 -0.9418 -0.7836 -0.25
C 0.7652 0.0075 7.2255 -0.08
C -1.9354 3.2441 -1.4262 -0.10
C 1.2800 0.5429 3.5269 -0.18
C -1.2344 2.2617 -0.6835 -0.12
H 1.5652 0.3619 7.9584 0.08
H -1.2042 -3.4417 2.3408 0.11
H 0.6639 -2.7086 -0.6261 0.11
H 1.7164 1.1250 -4.6943 0.09
H 4.1279 -1.9328 -0.9498 0.12
H 6.0817 -1.0185 -0.4157 0.01
H 0.5989 0.3671 -2.2798 0.13
H -3.6167 -2.2386 2.6713 0.09
H 0.7197 0.4573 1.3775 0.10
H 0.5054 1.3981 3.4887 0.13
H 0.9307 -1.1107 7.0792 0.08
H 1.9622 1.2488 5.7575 0.12
H 2.2990 0.9396 -1.9609 0.08
H 2.3224 0.9901 3.6092 0.12
H -1.6009 1.2903 -0.3841 0.09
H 5.9628 -3.9821 0.1496 0.05
H -0.2765 0.1350 7.6616 0.07
H 0.5429 -0.7751 -0.4258 0.14
H 6.6030 -0.5392 1.1134 0.01
H -1.0892 -4.2023 -0.0453 0.14
H 0.2760 -1.0443 2.3555 0.14
H -6.8906 3.4776 -5.2866 0.09
H 0.8493 2.3472 0.1267 0.07
H 0.1430 1.5355 5.7147 0.12
H 0.8865 4.6321 -0.9016 0.15
H 3.0819 0.0113 -5.3929 0.08
H -3.1424 -3.6862 -1.3887 0.11
H -2.9432 3.1728 -1.8071 0.07
H -6.5050 0.8266 -4.8501 0.09
H 3.3628 1.0959 -3.9104 0.08
H 1.3240 -1.3404 -3.9279 0.15
H -5.4672 0.6242 -2.3487 0.10
H -1.2341 5.2654 -2.0779 0.11
H -5.2940 2.9537 -1.4405 0.14
H -6.0664 4.7352 -3.0254 0.10
H -4.8667 -2.3971 0.2668 0.09
```

Results
* SMILES: CCOCCO[C@@]1(Br)[C@@H](P(N)O)C(=O)N[C@@H]1C[C@@H](C)F.c1cc[nH]c1.c1cc[nH]c1.c1cc[nH]c1
* 2S+1: 1
* Kohn-Sham gap: 8.51 eV
* LUMO: 0.004 Eh
* ΔE to the lowest compared entry with this formula, charge and spin: 0.00 kJ/mol